1.
{"formula": "C18H29BrNO3", "method": "ωB97M-V/def2-TZVPD", "symbols": ["H", "H", "C", "O", "H", "H", "H", "H", "C", "H", "H", "H", "H", "H", "H", "C", "C", "H", "C", "H", "Br", "C", "H", "N", "H", "C", "C", "C", "C", "H", "C", "H", "H", "H", "H", "O", "C", "H", "H", "H", "H", "C", "C", "O", "C", "C", "H", "H", "C", "H", "C", "H"], "coordinates": [[0.9840, 1.0756, 0.7661], [-4.0492, 2.1066, -0.3395], [1.4538, -0.4687, 2.0796], [-5.9972, 1.4168, -4.5047], [2.5560, 1.0434, 3.1686], [2.6013, -0.4182, 0.2546], [-0.7671, -1.2953, 0.7104], [3.5528, -3.5232, 4.3637], [2.0525, -0.5262, 4.5598], [3.6342, -1.6042, 5.4651], [3.5796, -0.3233, 1.6998], [0.9281, -1.3827, 2.3672], [2.0545, -2.8669, 1.0734], [3.5787, -2.5041, 0.2760], [-0.6253, -0.2003, -4.6588], [2.9922, -2.3164, 1.1770], [2.7088, -0.8140, 1.2673], [2.1834, 0.1503, 5.4055], [-1.1682, 0.3373, -0.6141], [2.0529, -2.9900, 3.6485], [-2.6582, 0.6840, 1.8360], [3.1140, -2.7502, 3.7323], [-3.0992, 3.1131, -4.5789], [0.4915, 0.2959, 1.2149], [3.9575, -3.9299, 2.1592], [-2.2944, 0.9136, -0.0393], [1.7341, 0.3471, 3.3422], [-3.1747, 1.6633, -0.7885], [3.7833, -2.8716, 2.3606], [4.7615, -2.3891, 2.3969], [-1.8271, 1.3074, -2.7589], [0.8490, 0.9360, 3.5992], [4.1050, -0.8321, 3.9719], [-4.7553, 3.6658, -4.2103], [1.1906, -1.1568, 4.7848], [-1.6248, 1.5281, -4.0797], [-0.2176, -0.5116, 0.1812], [-4.5885, 1.7246, -5.8894], [-0.0925, 0.1116, -2.4314], [-0.6611, 1.1718, -5.7903], [-6.1162, 1.4235, -3.5475], [-0.5568, 0.8874, -4.7452], [3.3040, -1.3995, 4.4464], [-3.9199, 2.6446, -2.7181], [-2.9770, 1.8777, -2.1531], [-4.0497, 2.8357, -4.1237], [0.5163, -0.9794, -0.4752], [-4.0574, 0.7092, -4.5261], [-0.9616, 0.5558, -1.9737], [0.4120, 1.2335, -4.3741], [-4.6432, 1.5977, -4.8069], [-0.2493, 0.6963, 1.8194]], "atomic_forces_ev_per_a": [[-0.2, -0.1, 0.1], [-0.1, 0.0, 0.0], [0.4, 0.1, 0.4], [-0.5, 0.0, 0.2], [0.0, 0.1, -0.1], [0.0, 0.1, -0.1], [0.2, 0.1, 0.1], [-0.1, 0.0, 0.0], [0.2, 0.2, -0.1], [0.1, 0.1, 0.0], [0.0, 0.1, 0.0], [-0.1, 0.1, -0.1], [-0.1, 0.0, -0.1], [-0.1, 0.0, -0.1], [0.0, 0.0, 0.0], [0.3, 0.1, 0.0], [-0.1, -0.3, -0.1], [-0.1, 0.0, 0.0], [-0.1, 0.1, 0.2], [-0.1, -0.1, 0.0], [0.0, 0.0, -0.4], [0.3, 0.0, -0.1], [-0.1, 0.0, 0.1], [-0.1, 0.2, 0.2], [0.1, 0.0, 0.0], [0.1, -0.1, 0.1], [-0.2, -0.2, 0.2], [0.0, 0.0, -0.1], [-0.3, -0.2, 0.0], [0.1, 0.0, 0.0], [-0.1, 0.1, 0.0], [0.0, 0.1, 0.0], [0.1, 0.1, 0.0], [0.1, -0.1, 0.0], [-0.1, 0.0, 0.1], [-0.3, 0.1, 0.2], [-0.4, -0.2, -0.5], [0.1, 0.0, 0.0], [0.1, 0.0, -0.1], [0.1, -0.1, 0.1], [0.0, 0.0, -0.1], [0.2, -0.1, -0.1], [-0.3, -0.1, 0.1], [0.0, 0.0, 0.3], [0.3, -0.3, 0.2], [-0.2, -0.1, -0.9], [0.0, 0.0, 0.1], [0.0, 0.1, -0.1], [0.0, 0.0, 0.0], [0.0, 0.0, 0.0], [0.5, 0.3, 0.3], [0.3, 0.0, -0.2]], "lowdin_charge": [0.1944, 0.1261, -0.2680, -0.0399, 0.1270, 0.1133, 0.1339, 0.1117, -0.1877, 0.1125, 0.1204, 0.1490, 0.1145, 0.1158, 0.1039, -0.1923, -0.1330, 0.1174, -0.2589, 0.1080, 0.8445, -0.1885, 0.1229, 0.0508, 0.1142, -0.5705, -0.1437, -0.0232, -0.2017, 0.1174, -0.1799, 0.1167, 0.1102, 0.1412, 0.1185, -0.0986, -0.1123, 0.1328, 0.1125, 0.1048, 0.0923, -0.0509, -0.1865, -0.0054, -0.1787, -0.1333, 0.1340, 0.1204, 0.0394, 0.1005, -0.2325, 0.0645], "smiles": "COc1cc(C[NH2+]C2CCCCCCC2)c(Br)cc1OCCO", "homo_ev": -11.33, "lumo_ev": -2.43, "orbital_gap_ev": 8.899, "charge": 1}

---

2.
{"formula": "C50H58Cl3N9O5PS2SeTi", "method": "ωB97M-V/def2-TZVPD", "symbols": ["C", "C", "Cl", "C", "H", "H", "H", "H", "C", "N", "C", "S", "H", "H", "H", "H", "H", "H", "C", "N", "H", "H", "H", "C", "C", "H", "N", "H", "N", "C", "Se", "H", "O", "H", "H", "C", "Cl", "C", "H", "C", "H", "H", "O", "C", "N", "H", "C", "H", "H", "N", "H", "C", "C", "H", "N", "C", "H", "P", "C", "C", "H", "C", "H", "H", "H", "H", "H", "C", "C", "H", "H", "H", "C", "C", "C", "H", "H", "H", "C", "H", "C", "C", "C", "H", "H", "S", "Cl", "C", "H", "H", "C", "H", "C", "H", "C", "H", "C", "H", "Ti", "C", "H", "H", "C", "C", "C", "O", "C", "C", "C", "N", "N", "H", "O", "H", "C", "C", "C", "C", "H", "H", "H", "H", "C", "C", "H", "C", "C", "C", "O", "H"], "coordinates": [[-2.3714, -2.7206, -0.8620], [-0.1312, -3.6647, 2.5515], [-1.1282, -4.0195, 8.9078], [-1.5014, -3.8121, 2.6075], [5.6914, -3.0181, 0.9048], [-1.3701, 0.1032, -5.2029], [-2.8827, -0.6759, -4.7609], [-4.8739, -0.0287, 5.4288], [-5.3516, -5.2938, 4.5869], [-1.0099, 0.5925, -1.6157], [-2.2524, -3.4284, 1.5075], [0.8221, 2.7451, 2.0834], [-4.1366, 3.5623, -2.5698], [2.1429, 2.9565, -3.1428], [1.4442, 1.9994, -1.8467], [-0.5001, 4.7659, -3.4368], [-0.3637, 0.4146, 4.9404], [4.7159, -2.3689, 3.0980], [-0.1039, -0.1043, 2.8002], [-2.0620, 0.4167, 3.6152], [-2.3522, 1.9085, 0.2606], [-0.3985, 3.6112, -0.3551], [-5.4929, -2.2857, -2.0620], [-5.7809, -3.1287, 3.8533], [4.1222, 0.0994, -0.8746], [-1.9123, -2.1038, 4.5419], [1.7063, -0.5048, -0.9497], [-3.3555, 3.3453, 0.3497], [2.4450, -3.3872, 0.1441], [-2.2533, 3.2189, -1.4819], [4.3603, 0.7547, 1.5499], [1.1759, 3.7284, -1.8877], [-0.1206, 3.3853, 3.5478], [-3.2996, -2.2170, 9.2654], [-2.7899, 4.5421, -3.1562], [4.0789, -2.6693, 2.2765], [-8.0300, -3.1920, 2.2651], [-3.6305, -1.3568, 7.3262], [-3.8704, 1.9737, -0.6448], [1.2608, 2.8412, -2.5088], [-1.9814, -4.2757, 3.4604], [-0.7141, -3.5617, 6.1287], [0.5267, 1.7195, 0.3855], [-2.9852, -2.1866, 8.2326], [5.0815, 0.5576, -0.0909], [-3.8346, 1.4208, 3.9270], [-1.6016, -2.8742, 0.4152], [0.5961, 4.2512, -4.7017], [1.4617, 1.9653, -4.8920], [-0.2860, -2.6228, 0.4013], [2.2333, -2.3721, 3.3450], [-1.5326, -2.9389, 6.4625], [2.8164, -0.1093, -0.2402], [-3.3152, -3.6212, 1.4765], [-1.0288, -0.1180, 1.7608], [-2.6222, 1.2055, -3.7650], [-4.8975, -6.1407, 5.0743], [-1.4013, 1.8825, -2.5028], [-1.9390, -2.9714, 7.7880], [-3.8802, 0.7845, -2.9828], [-4.4996, 0.1679, -3.6386], [4.3296, -3.8505, -1.3021], [-3.4853, 3.0552, -4.6022], [-0.1975, 1.6330, -5.3722], [4.7956, -4.8327, -1.1959], [-3.7807, 1.5855, -5.5184], [0.5081, -4.0372, 3.3405], [-0.7337, 0.2292, 3.9484], [-3.9671, -0.4349, 4.9724], [-3.5409, 4.9118, -1.6140], [-4.2023, -2.0447, 0.0499], [-4.0778, -3.6652, 5.1697], [-3.0347, 2.1193, -4.9217], [0.0440, 2.6315, -3.4315], [-3.0088, 2.5537, -0.3194], [0.9458, -0.2797, 2.6125], [-2.7650, 1.3534, 5.3265], [-1.7187, 4.7224, -0.0515], [-5.6335, -1.6427, 3.6738], [-4.3183, -3.1249, -4.0933], [2.7000, -2.6752, 2.4164], [-3.2350, 4.0929, -2.2712], [1.9297, -3.0215, 1.3185], [-3.6223, 0.1843, -2.1096], [5.1682, -0.0690, -2.7609], [-6.7541, -5.5033, 3.6366], [-4.9494, -0.3942, 7.9414], [-2.0461, -0.0891, -4.3744], [-0.7889, 4.8618, -1.5329], [1.0094, -1.2155, -2.7649], [4.6202, -3.0248, 1.0594], [-4.4840, 1.6323, -2.6659], [-1.6576, -3.7188, -4.2970], [-1.1176, 3.8817, -4.8289], [1.8907, -0.8386, -2.2631], [-3.1195, 0.2909, 1.7758], [-3.2563, -1.2931, 5.9910], [-2.2018, 2.3447, -5.5848], [-0.0152, 0.2000, -0.1343], [-4.4374, -2.5259, -2.0330], [0.5998, 0.6272, -4.1481], [5.0890, -3.1575, -1.6641], [-2.4168, -3.2375, -3.0931], [-2.1826, 0.2020, 2.2987], [3.0952, -0.7064, -2.9045], [-0.7349, 2.9345, 2.2498], [0.4858, 1.6421, -4.5247], [-3.1626, 0.7762, 4.4923], [3.7702, -3.3952, 0.0153], [-1.7266, -3.0991, -1.9650], [2.7381, 0.1330, 1.0363], [-1.5274, -0.6883, -3.6277], [-4.3006, -1.1719, 3.8028], [-0.5896, -3.6889, -4.0927], [0.4403, -3.0757, 1.4241], [-3.7198, -2.3928, -0.8541], [-4.9444, -3.9965, 4.6211], [-3.7860, -2.9789, -3.1617], [-5.9530, -1.3912, 2.6602], [-1.9333, -4.7494, -4.5301], [3.5293, -3.9174, -2.0347], [-1.8766, -3.1108, -5.1750], [-2.1975, -2.1041, 5.5842], [-1.2120, 4.1493, -0.8311], [3.1515, -0.9820, -3.9497], [-0.2885, 3.9585, -4.1290], [-6.7933, -3.8345, 3.2773], [4.2273, -0.2083, -2.2468], [1.4273, 3.9139, 1.5083], [-6.2949, -1.0998, 4.3580]], "atomic_forces_ev_per_a": [[0.1, 0.0, 0.2], [0.0, 0.0, 0.0], [0.0, 0.0, 0.0], [-0.1, 0.0, -0.1], [0.0, 0.0, 0.0], [-0.1, 0.0, 0.0], [0.0, 0.0, 0.0], [0.0, -0.1, 0.0], [0.1, 0.1, 0.0], [0.1, 0.4, 0.2], [0.0, -0.1, 0.1], [0.8, 0.6, 0.9], [0.0, 0.0, 0.0], [0.0, 0.1, 0.0], [0.0, -0.1, 0.0], [0.0, 0.0, 0.1], [0.0, 0.0, 0.0], [0.0, 0.0, 0.0], [0.0, -0.2, -0.1], [0.0, 0.0, 0.2], [0.0, 0.1, 0.0], [0.0, -0.1, 0.0], [0.0, 0.0, 0.0], [0.1, 0.0, 0.1], [-0.2, -0.2, -0.2], [0.0, 0.1, 0.0], [0.7, 0.1, -0.1], [-0.1, 0.0, 0.0], [0.1, 0.0, 0.0], [0.1, 0.0, 0.1], [0.0, 0.0, -0.1], [0.0, 0.0, 0.0], [0.1, -0.3, -0.6], [0.0, 0.0, 0.0], [0.1, 0.0, 0.0], [0.0, 0.0, 0.0], [0.0, 0.0, 0.0], [-0.1, 0.1, 0.1], [0.0, 0.0, 0.0], [0.0, 0.0, 0.0], [0.0, 0.0, 0.0], [0.0, 0.0, 0.0], [-0.4, -0.3, -0.1], [0.0, 0.0, 0.0], [0.0, 0.0, 0.1], [0.0, 0.0, 0.0], [-0.1, 0.0, -0.2], [0.0, 0.0, 0.0], [0.0, 0.0, 0.0], [-0.2, -0.2, -0.1], [0.0, 0.0, 0.0], [0.0, 0.0, 0.0], [0.0, -0.1, -0.2], [0.0, 0.0, 0.0], [0.3, -0.1, 0.2], [-0.1, -0.1, 0.0], [0.0, 0.0, 0.0], [-0.1, -0.5, 0.2], [0.1, -0.1, 0.1], [0.0, 0.0, 0.0], [0.0, 0.0, 0.0], [0.0, 0.0, 0.0], [0.0, 0.0, 0.0], [0.0, 0.0, 0.0], [0.0, 0.0, 0.0], [0.0, 0.0, 0.0], [0.0, 0.0, 0.0], [-0.3, 0.1, 0.0], [-0.2, 0.1, -0.1], [0.0, 0.0, 0.0], [0.0, 0.0, 0.0], [0.0, 0.0, 0.0], [-0.1, 0.0, 0.0], [0.2, -0.1, 0.0], [0.0, 0.0, 0.0], [0.0, 0.0, 0.0], [0.0, 0.0, 0.0], [0.0, 0.0, 0.0], [0.0, 0.1, 0.0], [0.0, 0.0, 0.0], [0.0, 0.0, 0.0], [0.0, 0.1, 0.1], [-0.2, 0.0, 0.0], [0.0, 0.0, 0.0], [0.0, 0.0, 0.0], [-0.1, -0.1, 0.0], [0.1, 0.0, 0.0], [0.0, 0.0, 0.0], [0.0, 0.0, -0.1], [0.0, 0.0, 0.0], [0.0, 0.0, 0.0], [0.0, 0.0, 0.0], [0.0, 0.0, 0.0], [0.0, 0.0, 0.0], [-0.2, -0.1, 0.3], [0.0, 0.0, 0.0], [0.1, -0.1, -0.1], [0.0, 0.0, 0.0], [-0.3, 0.7, -0.8], [0.0, 0.0, 0.0], [0.0, 0.0, 0.0], [0.0, 0.0, 0.0], [0.1, 0.0, 0.0], [0.0, 0.0, -0.1], [0.2, 0.0, -0.1], [-0.7, 0.0, 0.2], [0.0, 0.0, 0.0], [0.2, 0.0, 0.0], [0.0, 0.0, 0.0], [0.0, -0.1, 0.0], [0.1, 0.0, 0.4], [0.0, 0.0, 0.0], [0.1, -0.1, 0.1], [0.0, 0.0, 0.0], [0.2, 0.1, 0.0], [-0.1, 0.1, 0.0], [-0.1, 0.0, 0.0], [0.0, 0.0, 0.0], [0.0, 0.0, 0.0], [0.0, 0.0, 0.0], [0.0, 0.0, 0.0], [0.0, 0.0, 0.0], [0.0, 0.0, 0.0], [0.1, 0.0, 0.0], [0.0, 0.0, 0.0], [0.1, 0.0, 0.0], [-0.1, 0.1, -0.1], [0.0, 0.0, 0.1], [0.0, -0.1, -0.1], [0.0, 0.0, 0.0]], "mulliken_spin": [-0.0004, -0.0002, 0.0000, -0.0002, -0.0015, 0.0005, 0.0001, 0.0000, 0.0000, -0.0027, -0.0003, 0.0029, 0.0000, -0.0026, 0.0142, 0.0000, 0.0001, 0.0234, 0.0036, -0.0003, 0.0001, 0.0000, 0.0000, 0.0000, -0.0494, -0.0001, 0.0622, 0.0000, 0.0014, 0.0007, 0.1999, 0.0000, -0.0004, 0.0000, 0.0000, 0.0263, 0.0000, 0.0000, 0.0000, 0.0056, 0.0000, 0.0000, -0.0041, 0.0000, 0.2304, 0.0000, 0.0002, 0.0000, 0.0009, 0.0042, -0.0021, 0.0002, -0.0715, 0.0001, -0.0017, -0.0005, 0.0000, -0.0052, 0.0000, 0.0006, 0.0000, 0.0073, 0.0000, -0.0011, -0.0002, 0.0000, 0.0001, 0.0002, -0.0001, 0.0000, -0.0002, 0.0000, 0.0001, -0.0009, 0.0000, -0.0032, 0.0000, 0.0000, -0.0001, -0.0001, -0.0226, 0.0000, -0.0090, -0.0003, -0.0047, 0.0000, 0.0000, 0.0023, 0.0000, 0.0350, -0.0233, 0.0000, 0.0000, 0.0000, 0.2321, -0.0001, 0.0001, 0.0000, -0.0106, 0.0001, -0.0084, -0.0044, 0.0005, 0.0009, -0.0728, 0.0008, 0.0166, 0.0001, 0.0008, -0.0004, 0.0926, -0.0011, -0.0001, 0.0005, 0.0061, -0.0001, 0.0000, -0.0001, 0.0000, 0.0000, -0.0006, 0.0000, -0.0002, -0.0001, 0.0134, 0.0011, 0.0000, 0.3200, -0.0005, 0.0000], "homo_ev": [-5.63, -8.06], "lumo_ev": [0.02, -0.06], "orbital_gap_ev": [5.651, 8.002], "charge": 0, "multiplicity": 2, "de_lowest_ev": 4.273}